Density functional theory data (ωB97M-V/def2-TZVPD) for C29H74F6O29S7V as an isolated structure in a non-equilibrium geometry.

Last column: Mulliken spin population.
Positions of all 146 atoms, in Å:
O (-3.00104, 1.60229, 0.18068)  -0.30
V (-3.21912, 1.50026, -1.38254)  1.27
C (-6.37217, 1.91371, -0.50982)  0.00
O (-5.98192, 1.47561, 0.78638)  0.00
O (-5.43436, 1.60723, -1.49883)  0.02
C (-7.89915, 1.69128, -0.75489)  0.00
F (-8.38579, 0.43986, -0.95732)  0.00
F (-8.55965, 2.08068, 0.34252)  0.00
F (-8.41097, 2.48278, -1.68413)  0.00
C (-6.10829, 0.05256, 1.08064)  0.00
C (-5.60380, -0.11768, 2.48426)  0.00
H (-5.87677, -1.13684, 2.75795)  0.00
H (-4.52784, 0.03280, 2.57230)  0.00
H (-6.16507, 0.47682, 3.20513)  0.00
H (-5.43517, -0.56281, 0.48371)  0.00
H (-7.15092, -0.26365, 1.04874)  0.00
H (-6.28369, 2.97364, -0.27146)  0.00
C (0.20003, 0.57598, -1.09703)  0.00
O (-0.27565, 0.31830, 0.22407)  0.00
O (-0.89565, 1.24011, -1.76037)  0.02
C (1.66815, 1.21532, -0.97861)  0.00
F (2.33901, 1.17153, -2.16319)  0.00
F (1.57481, 2.43962, -0.51843)  0.00
F (2.39138, 0.55129, -0.07380)  0.00
C (-0.16227, -1.05143, 0.70934)  0.00
C (-0.83718, -1.11531, 2.05164)  0.00
H (-1.87794, -0.82454, 1.90891)  0.00
H (-0.87712, -2.09405, 2.52973)  0.00
H (-0.31564, -0.37392, 2.65699)  0.00
H (0.84787, -1.43742, 0.84619)  0.00
H (-0.74309, -1.78743, 0.15341)  0.00
H (0.37028, -0.39224, -1.56784)  0.00
O (0.17690, 3.90225, -2.84969)  0.00
H (-0.31271, 3.07992, -2.86687)  0.00
H (0.82197, 3.78296, -2.15263)  0.00
O (-1.32761, -2.25172, -2.30667)  0.00
H (-1.58102, -2.82530, -3.02987)  0.00
H (-0.39373, -2.09197, -2.44296)  0.00
O (-3.17844, -0.67690, -1.38810)  -0.01
H (-3.81319, -1.22022, -0.92107)  0.00
H (-2.49110, -1.28702, -1.65558)  0.00
O (0.57995, 7.99066, -0.02484)  0.00
S (1.96879, 8.56522, 0.00439)  0.00
O (2.26652, 9.70022, 0.84680)  0.00
O (3.13486, 7.32785, 0.21553)  0.00
C (2.65054, 6.04285, 0.12441)  0.00
C (1.99416, 5.52289, 1.38841)  0.00
C (2.45306, 8.94720, -1.74239)  0.00
H (3.47450, 5.37734, -0.13302)  0.00
H (2.03686, 5.93757, -0.77025)  0.00
H (1.14512, 6.03908, 1.83649)  0.00
H (2.71224, 5.40998, 2.20063)  0.00
H (1.60076, 4.53065, 1.16754)  0.00
H (1.76008, 9.67127, -2.17089)  0.00
H (2.22787, 8.04465, -2.31055)  0.00
H (3.51856, 9.16592, -1.81291)  0.00
O (-1.96352, -3.71177, 5.55337)  0.00
S (-1.56656, -3.15324, 6.82860)  0.00
O (-0.19607, -3.27917, 7.31955)  0.00
O (-2.12859, -1.63910, 6.94888)  0.00
C (-1.55847, -0.55448, 6.18146)  0.00
C (-2.49070, -0.31839, 4.94479)  0.00
C (-2.70167, -3.83862, 8.20946)  0.00
H (-0.51090, -0.73140, 5.93776)  0.00
H (-1.62446, 0.34380, 6.79533)  0.00
H (-2.07987, 0.46159, 4.30374)  0.00
H (-3.51426, -0.07883, 5.23295)  0.00
H (-2.52923, -1.24516, 4.37233)  0.00
H (-2.43472, -3.07154, 8.93639)  0.00
H (-2.53026, -4.88569, 8.45918)  0.00
H (-3.67008, -3.60377, 7.76773)  0.00
O (-5.80933, -8.00368, 1.61165)  0.00
S (-4.65819, -7.70079, 0.76635)  0.00
O (-4.54575, -7.99641, -0.63627)  0.00
O (-4.33982, -6.09116, 0.94516)  0.00
C (-3.42206, -5.51548, -0.00940)  0.00
C (-2.73343, -4.27572, 0.58894)  0.00
C (-3.28473, -8.42804, 1.69516)  0.00
H (-3.88729, -5.35436, -0.98187)  0.00
H (-2.63115, -6.24262, -0.19331)  0.00
H (-1.96671, -3.92465, -0.10171)  0.00
H (-2.30246, -4.53680, 1.55548)  0.00
H (-3.44083, -3.46120, 0.74466)  0.00
H (-3.07097, -7.78911, 2.55200)  0.00
H (-2.41703, -8.54606, 1.04610)  0.00
H (-3.55378, -9.44408, 1.98390)  0.00
O (2.97258, 0.31897, 4.90257)  0.00
S (2.87691, 0.39967, 3.44343)  0.00
O (3.14071, -0.76523, 2.56728)  0.00
O (1.47380, 1.26644, 3.01986)  0.00
C (1.10112, 2.27137, 3.94739)  0.00
C (-0.29457, 2.74472, 3.49838)  0.00
C (4.03625, 1.65788, 2.91276)  0.00
H (1.69835, 3.17601, 3.83317)  0.00
H (1.03593, 1.90761, 4.97283)  0.00
H (-0.80148, 1.79890, 3.30714)  0.00
H (-0.38285, 3.27831, 2.55203)  0.00
H (-0.87846, 3.31842, 4.21812)  0.00
H (5.06592, 1.35556, 3.10378)  0.00
H (3.75554, 2.57982, 3.42201)  0.00
H (3.95217, 1.77472, 1.83231)  0.00
O (1.14876, -2.48501, -3.35643)  0.00
S (2.60646, -2.52652, -3.36185)  0.00
O (3.36218, -1.23460, -3.53428)  0.00
O (3.18874, -3.18495, -1.90037)  0.00
C (2.55710, -4.44430, -1.39488)  0.00
C (3.57052, -5.17283, -0.46714)  0.00
C (3.28147, -3.76132, -4.47300)  0.00
H (2.29695, -5.10983, -2.21797)  0.00
H (1.66877, -4.10775, -0.86037)  0.00
H (3.03560, -5.98096, 0.03175)  0.00
H (4.03212, -4.50146, 0.25694)  0.00
H (4.33029, -5.60738, -1.11677)  0.00
H (3.06259, -3.38826, -5.47351)  0.00
H (2.75514, -4.71075, -4.37471)  0.00
H (4.36161, -3.82475, -4.34118)  0.00
O (-0.50235, 3.75118, -7.44839)  0.00
S (0.65182, 2.90693, -7.85412)  0.00
O (1.96790, 3.32587, -8.31970)  0.00
O (0.87699, 1.55531, -6.88035)  0.00
C (-0.22653, 1.13079, -6.11423)  0.00
C (0.27916, 0.32928, -4.96194)  0.00
C (0.02490, 1.91558, -9.24695)  0.00
H (-0.87502, 0.43612, -6.64807)  0.00
H (-0.64731, 2.04868, -5.70370)  0.00
H (-0.49421, 0.23335, -4.19985)  0.00
H (1.11334, 0.88135, -4.52896)  0.00
H (0.73501, -0.64660, -5.12918)  0.00
H (0.81411, 1.40094, -9.79503)  0.00
H (-0.43161, 2.63726, -9.92436)  0.00
H (-0.69559, 1.18194, -8.88534)  0.00
O (7.66159, -0.44901, -1.25244)  0.00
S (6.71153, -0.41094, -0.12663)  0.00
O (7.09857, -0.95017, 1.18085)  0.00
O (6.15736, 1.13199, 0.12846)  0.00
C (5.95311, 1.98244, -0.99730)  0.00
C (5.32976, 3.19284, -0.46271)  0.00
C (5.16390, -1.23284, -0.62034)  0.00
H (5.46580, 1.47464, -1.82963)  0.00
H (6.89270, 2.35952, -1.40112)  0.00
H (5.09709, 3.89087, -1.26691)  0.00
H (6.02382, 3.53786, 0.30367)  0.00
H (4.33106, 2.90528, -0.13408)  0.00
H (4.64181, -0.66488, -1.39037)  0.00
H (4.54148, -1.46843, 0.24291)  0.00
H (5.47596, -2.18379, -1.05209)  0.00

Cartesian forces, eV/Å:
O -0.693 0.315 -3.507
V 0.328 -2.152 4.881
C 2.221 0.800 0.793
O -0.646 -1.843 -0.465
O 1.335 -0.576 -0.190
C -0.934 -0.382 0.621
F 1.051 0.008 -0.614
F 0.330 0.253 1.219
F 0.583 0.117 -1.363
C 0.509 1.419 0.694
C -0.582 -0.566 0.562
H 0.442 -0.308 0.146
H -0.102 0.088 0.065
H 0.220 0.408 -0.142
H -0.348 0.054 -0.743
H 0.075 -0.052 -0.452
H -0.662 0.499 -0.626
C -2.715 -0.307 0.209
O 0.913 -1.202 0.286
O 0.888 0.280 -0.044
C -2.053 -0.954 -0.635
F -0.432 0.387 0.883
F 0.324 1.680 -0.109
F 0.206 -0.535 -0.219
C -0.506 -0.242 0.361
C -0.223 1.055 0.201
H -0.095 0.298 0.171
H 0.494 -0.069 -0.152
H -0.339 -0.200 0.506
H 0.395 0.479 -0.461
H 0.215 0.273 -1.150
H 0.242 -0.148 -0.365
O 0.029 0.602 -0.393
H -0.080 -0.608 0.291
H 0.042 -0.103 0.179
O -0.702 -0.263 0.281
H -0.083 -0.146 -0.244
H 0.565 0.142 -0.098
O -1.310 1.587 0.159
H -0.568 0.264 0.231
H 1.594 -0.367 -0.707
O 3.833 1.215 0.306
S -1.652 -0.914 -1.554
O 0.066 -1.563 -0.533
O -0.802 3.455 0.455
C -0.947 -1.835 -0.303
C -0.257 -0.749 0.389
C -0.783 -0.847 0.626
H 0.481 0.250 0.344
H -0.659 0.100 0.139
H 0.068 0.599 -0.600
H 0.279 0.019 -0.099
H 0.109 -0.248 -0.024
H 0.321 0.437 0.461
H 0.197 -0.261 0.217
H -0.284 0.281 0.197
O 0.631 0.608 0.554
S -0.338 -1.575 1.741
O -1.585 0.653 -1.136
O 0.592 -0.832 0.414
C -1.303 0.612 -1.178
C 1.008 -0.700 0.441
C 1.033 2.104 -2.089
H -0.086 -0.200 -0.118
H 0.161 -0.280 0.359
H -0.113 0.039 0.100
H 0.167 0.141 0.232
H 0.005 0.038 -0.096
H -0.304 -0.621 0.586
H 0.219 0.367 -0.184
H -0.160 -0.391 0.394
O 1.315 0.861 -1.902
S -0.100 0.282 2.017
O -0.418 -0.078 0.657
O -0.546 -0.978 -0.173
C 1.089 -0.090 0.138
C -0.889 -0.445 -0.149
C 0.175 -0.021 -0.797
H -0.345 0.197 0.226
H 0.071 -0.156 -0.067
H 0.090 -0.077 0.033
H 0.114 0.086 -0.071
H -0.080 0.017 0.074
H -0.129 -0.158 -0.081
H 0.035 0.380 -0.008
H -0.366 0.240 0.129
O -0.790 -0.361 -2.122
S 1.616 0.465 -0.416
O -1.787 2.177 1.882
O 1.808 -2.264 0.241
C -1.569 1.887 -0.264
C -0.579 -1.232 -0.277
C -0.182 -0.110 -0.282
H 0.840 -0.342 0.401
H 0.375 -0.030 -0.124
H -0.562 0.126 0.042
H 0.701 0.062 -0.032
H 0.383 -0.113 0.337
H -0.192 -0.124 0.364
H 0.263 -0.084 0.002
H -0.255 -0.049 0.093
O 1.596 -0.540 -0.171
S 2.707 2.332 1.969
O -2.274 -4.063 0.513
O -1.150 0.167 -1.880
C 0.698 0.769 0.579
C -0.628 0.619 -1.160
C -0.707 0.494 -0.574
H -0.122 0.179 -0.073
H -0.053 -0.253 -0.045
H 0.074 0.056 0.104
H -0.151 -0.055 -0.029
H 0.182 -0.021 0.244
H 0.068 0.083 -0.045
H 0.154 0.087 0.295
H -0.230 0.054 0.260
O 3.233 -1.491 0.018
S -1.402 -2.064 -2.293
O -1.713 0.274 1.878
O 0.928 2.127 -1.081
C -0.090 -0.350 0.951
C 1.209 0.105 1.234
C -0.129 0.655 -0.044
H -0.496 0.753 -0.676
H -0.868 -0.345 -0.215
H -0.015 -0.035 0.048
H -0.118 0.203 0.397
H -0.458 -0.099 -0.679
H 0.226 0.168 0.442
H -0.207 -0.134 0.028
H -0.094 0.288 -0.001
O -1.785 0.441 1.974
S 0.311 -0.596 0.140
O -0.578 1.339 -2.131
O 0.902 -1.947 0.182
C 1.533 -0.175 -1.357
C -1.704 0.104 -0.114
C 0.817 -0.147 -0.064
H -0.457 -0.057 0.219
H 0.538 -0.751 -0.028
H 0.630 0.323 0.060
H -0.615 0.580 0.097
H -0.002 0.295 0.863
H 0.071 0.062 0.170
H 0.123 0.508 0.096
H 0.137 0.100 -0.075

The expectation value of S² is 0.799. The calculation puts the HOMO energy (alpha / beta) at -9.8 / -9.8 eV. As for the gap between HOMO and LUMO (alpha / beta): 0.27854 / 0.29684 hartree. As for the LUMO energy (alpha / beta): -2.18 / -1.71 eV. Its charge is 0. Its energy is -208481.345 eV. As for the multiplicity: 2.